{
  "formula": "C76H90BrF3Ge2HfN5O10S6Si",
  "method": "ωB97M-V/def2-TZVPD",
  "elements": ["Hf", "C", "C", "C", "C", "C", "C", "C", "C", "C", "C", "C", "C", "C", "C", "C", "Ge", "S", "S", "Ge", "S", "S", "C", "C", "C", "C", "C", "C", "C", "C", "C", "C", "C", "C", "C", "C", "C", "C", "C", "C", "C", "C", "C", "C", "C", "C", "C", "C", "C", "C", "C", "C", "C", "C", "C", "H", "H", "H", "H", "H", "H", "H", "H", "H", "H", "H", "H", "H", "H", "H", "H", "H", "H", "H", "H", "H", "H", "H", "H", "H", "H", "H", "H", "H", "H", "H", "H", "H", "H", "H", "H", "H", "H", "H", "H", "H", "H", "H", "H", "H", "H", "H", "H", "H", "H", "N", "C", "C", "C", "C", "C", "C", "S", "O", "O", "N", "C", "N", "C", "C", "C", "N", "H", "H", "H", "H", "H", "H", "H", "H", "H", "O", "C", "C", "C", "N", "C", "Br", "C", "H", "H", "H", "H", "C", "C", "C", "C", "O", "Si", "O", "O", "C", "C", "C", "C", "O", "C", "C", "C", "C", "H", "H", "H", "H", "H", "H", "H", "H", "H", "H", "H", "H", "H", "H", "H", "H", "H", "H", "H", "H", "H", "H", "H", "H", "H", "H", "H", "F", "C", "F", "F", "S", "O", "O", "O"],
  "coordinates": [[1.96199, -0.13982, -0.13823], [-4.02074, -5.01988, -1.23106], [-4.15350, -3.54456, -1.49913], [-3.34685, -2.90943, -2.43082], [-3.41821, -1.53823, -2.64416], [-2.51688, -0.89086, -3.65901], [-4.33986, -0.78424, -1.90893], [-5.19394, -1.41370, -0.99315], [-6.19773, -0.64684, -0.16953], [-5.07846, -2.78398, -0.79775], [-4.49040, 0.67847, -2.17025], [-5.56400, 1.06016, -2.97279], [-5.82394, 2.39471, -3.22604], [-5.00008, 3.35897, -2.67499], [-3.91625, 3.00805, -1.86978], [-3.65300, 1.65272, -1.61073], [-2.15035, 1.10364, -0.39808], [-0.17545, 0.93066, -1.29570], [-2.77639, -0.73945, 0.77668], [-1.63046, 0.38468, 2.35637], [0.48749, 0.01578, 2.12340], [-2.12703, 2.43298, 1.46671], [-2.36394, 0.08909, 4.19137], [-2.52402, -1.25668, 4.54157], [-3.08545, -1.61003, 5.76208], [-3.46348, -0.63267, 6.66523], [-3.27314, 0.69893, 6.34232], [-2.73163, 1.08083, 5.11125], [-2.54723, 2.55151, 4.94877], [-1.28538, 3.11996, 5.13960], [-0.06842, 2.25382, 5.33857], [-1.17184, 4.50658, 5.17827], [-2.27822, 5.32978, 5.04563], [-2.15445, 6.82523, 5.16116], [-3.52159, 4.74431, 4.83210], [-3.67299, 3.36708, 4.78113], [-5.02284, 2.74696, 4.54006], [-2.05718, -2.33067, 3.61626], [-2.93734, -2.96973, 2.74124], [-4.40686, -2.63482, 2.69445], [-2.44125, -3.94465, 1.87880], [-1.10284, -4.29879, 1.87107], [-0.56109, -5.30530, 0.89304], [-0.25341, -3.68288, 2.78424], [-0.70573, -2.71103, 3.65992], [0.23757, -2.08436, 4.65178], [-3.10008, 4.15335, -1.36154], [-3.59602, 4.96715, -0.33889], [-4.84748, 4.62588, 0.42408], [-2.89938, 6.12113, 0.00634], [-1.71536, 6.47426, -0.62353], [-0.96563, 7.72298, -0.23690], [-1.23283, 5.64900, -1.62918], [-1.91515, 4.50652, -2.02244], [-1.40156, 3.68154, -3.16762], [-3.35569, -5.49651, -1.95114], [-4.99033, -5.51964, -1.27494], [-3.60549, -5.18290, -0.23355], [-2.63797, -3.49332, -3.00675], [-2.01375, -1.64884, -4.25823], [-1.74393, -0.29225, -3.16820], [-3.07709, -0.23014, -4.32475], [-6.31703, 0.37628, -0.51697], [-5.85721, -0.60312, 0.86750], [-7.17131, -1.14070, -0.18749], [-5.72467, -3.27113, -0.07226], [-6.20330, 0.28804, -3.38530], [-6.66537, 2.68106, -3.84517], [-5.18477, 4.41003, -2.86657], [-3.20849, -2.66048, 5.99979], [-3.88787, -0.90690, 7.62352], [-3.53257, 1.47397, 7.05479], [-0.25271, 1.49290, 6.09930], [0.78961, 2.85447, 5.64180], [0.19419, 1.72792, 4.41616], [-0.19572, 4.95120, 5.35061], [-1.11028, 7.13071, 5.23741], [-2.67879, 7.18826, 6.04799], [-2.59407, 7.31559, 4.29468], [-4.39459, 5.38063, 4.72042], [-5.78569, 3.51116, 4.39538], [-5.32626, 2.11440, 5.37533], [-4.98503, 2.11487, 3.64835], [-4.62893, -1.72215, 3.24393], [-4.99876, -3.44780, 3.12359], [-4.71904, -2.49705, 1.65816], [-3.12325, -4.41646, 1.17739], [-1.36407, -5.77237, 0.32255], [0.00016, -6.08895, 1.40611], [0.11582, -4.80631, 0.19510], [0.79754, -3.95243, 2.80303], [1.22268, -2.54731, 4.59088], [-0.14227, -2.18632, 5.67114], [0.35478, -1.01902, 4.44448], [-5.28752, 3.69150, 0.08541], [-5.59192, 5.42046, 0.32748], [-4.59420, 4.51664, 1.47609], [-3.30492, 6.75808, 0.78634], [-1.64468, 8.49632, 0.12261], [-0.40540, 8.12115, -1.08356], [-0.25606, 7.51362, 0.57025], [-0.31576, 5.91765, -2.14550], [-0.58070, 4.18711, -3.67674], [-2.19500, 3.47664, -3.88950], [-1.03197, 2.72395, -2.80355], [6.69498, -6.24463, 3.72248], [5.80379, -5.48989, 2.96973], [6.25626, -4.73666, 1.88424], [5.36361, -4.02285, 1.10709], [4.01298, -4.05974, 1.41048], [3.54347, -4.81513, 2.47283], [4.43399, -5.52353, 3.25168], [2.90207, -3.09416, 0.44597], [3.59861, -2.75853, -0.76572], [1.66078, -3.81046, 0.32335], [2.54379, -1.69099, 1.20274], [3.28825, -1.07201, 2.16202], [3.24186, 0.27562, 2.08163], [3.88205, 0.96279, 3.01031], [4.56019, 0.34870, 4.04690], [4.53786, -1.03514, 4.04909], [3.92021, -1.75124, 3.12166], [7.65630, -5.95133, 3.68100], [6.38653, -6.49341, 4.64692], [7.31515, -4.70516, 1.65470], [5.69982, -3.43575, 0.26284], [2.48081, -4.84124, 2.67543], [4.07486, -6.10255, 4.09489], [3.83694, 2.04165, 2.91342], [5.08200, 0.91750, 4.80132], [5.03460, -1.61625, 4.82055], [1.81683, 6.40715, 0.06533], [1.87563, 5.06160, 0.13339], [1.31079, 4.32396, 1.16682], [1.43488, 2.95398, 1.14959], [2.02688, 2.27185, 0.15834], [2.52338, 3.00541, -0.83947], [3.09907, 2.02695, -2.33254], [2.51734, 4.38074, -0.89148], [1.27419, 6.74559, 0.78625], [0.74792, 4.79611, 1.96375], [1.01986, 2.34813, 1.94273], [2.95376, 4.90729, -1.72669], [-0.01011, -0.02400, -6.46860], [1.01687, 0.51346, -5.47038], [0.48900, 1.81429, -4.86131], [2.33564, 0.76583, -6.19467], [1.15102, -0.48528, -4.46451], [2.23438, -1.19425, -3.45559], [1.81391, -0.89716, -1.92293], [3.74153, -0.66801, -3.81545], [4.91750, -1.31440, -4.33005], [5.92604, -0.20290, -4.60052], [4.62780, -2.05405, -5.64168], [5.45856, -2.29355, -3.29186], [2.21819, -2.79005, -3.80624], [1.16377, -3.74951, -3.84315], [0.42244, -3.61656, -5.17554], [0.19157, -3.55131, -2.68733], [1.84190, -5.11266, -3.74211], [-0.17879, 0.70885, -7.25952], [-0.95166, -0.21895, -5.95670], [0.34848, -0.95136, -6.91904], [-0.11896, 2.36173, -5.58428], [1.30732, 2.45772, -4.53943], [-0.11893, 1.57786, -3.99141], [2.20138, 1.54344, -6.94895], [2.67003, -0.14753, -6.68780], [3.09803, 1.08181, -5.48316], [5.54127, 0.46590, -5.37462], [6.87186, -0.62861, -4.94073], [6.08993, 0.37785, -3.69682], [4.39046, -1.34629, -6.43671], [3.78672, -2.73054, -5.50603], [5.50824, -2.62509, -5.93961], [5.74490, -1.75312, -2.38976], [6.32768, -2.82413, -3.68467], [4.67952, -3.00705, -3.02686], [0.01549, -2.60873, -5.24889], [-0.38685, -4.34676, -5.23742], [1.11109, -3.77076, -6.00981], [-0.29520, -2.57511, -2.76724], [0.72191, -3.58286, -1.73902], [-0.56861, -4.33433, -2.69446], [2.59386, -5.21522, -4.52714], [1.11238, -5.91827, -3.84440], [2.33697, -5.20045, -2.77338], [6.91541, -1.24072, -0.25410], [6.54779, -0.20157, 0.50532], [6.16862, -0.68259, 1.69070], [7.62261, 0.56889, 0.70382], [5.26245, 0.82948, -0.35649], [5.05710, 1.95727, 0.51134], [5.95800, 1.07846, -1.58033], [4.07706, -0.06008, -0.40471]],
  "forces_ev_per_a": [[-1.5082, 2.4703, 0.1919], [-0.0476, 0.0192, -0.0514], [-0.0058, -0.0910, 0.0237], [0.0517, -0.0268, 0.0380], [-0.0592, 0.0548, 0.0370], [-0.0319, 0.0008, 0.0005], [-0.0932, -0.0943, -0.1017], [-0.0929, 0.0111, -0.0970], [0.0975, -0.0398, -0.0044], [-0.0629, -0.0219, -0.1344], [-0.0571, 0.0174, 0.0554], [-0.0198, 0.0028, -0.0374], [0.0213, -0.0571, -0.0060], [0.0362, 0.0195, -0.0001], [-0.0239, -0.0830, -0.1396], [0.5266, 0.0633, 0.1522], [-0.3455, 0.0925, 0.4631], [-0.9016, -0.0735, -0.2396], [0.5044, 0.7050, -0.1950], [-0.4350, 0.3569, -0.3410], [-0.4500, 0.0270, 0.2698], [0.0016, -0.2732, 0.1019], [0.2795, 0.1829, -0.2558], [-0.0717, -0.1398, -0.0879], [0.0091, -0.0562, 0.0153], [0.0065, 0.0262, 0.0206], [0.0287, -0.0749, -0.0360], [0.0097, -0.1710, 0.0942], [0.1318, 0.0365, -0.0729], [-0.0165, -0.0651, -0.0211], [-0.0925, 0.0530, -0.0604], [0.0369, 0.0564, 0.0094], [-0.0036, 0.0237, -0.0077], [0.0314, -0.0652, 0.0115], [0.0035, 0.0050, -0.0136], [0.0212, -0.0264, -0.0208], [0.0266, 0.0224, -0.0742], [0.0000, -0.2162, 0.0758], [-0.0212, -0.1348, 0.1755], [0.0577, -0.0585, 0.0265], [-0.0106, 0.0153, 0.0801], [0.0060, -0.1421, -0.0722], [-0.2905, 0.0291, -0.1981], [0.0443, 0.0266, 0.0963], [0.0238, -0.0395, 0.0516], [-0.1154, 0.0021, 0.0782], [0.0624, 0.0677, 0.0484], [0.0726, -0.0312, -0.0259], [0.0269, 0.0239, -0.0889], [0.0556, -0.0006, 0.0110], [-0.0393, 0.0506, 0.0557], [-0.1389, -0.0177, 0.0302], [0.0731, 0.0031, -0.0520], [-0.0284, -0.0916, -0.0598], [-0.1510, 0.1369, 0.1127], [0.0096, 0.0017, -0.0091], [-0.0029, -0.0117, 0.0087], [-0.1231, -0.1719, -0.3189], [-0.0111, 0.0283, 0.0186], [0.0100, -0.0074, -0.0293], [0.0368, 0.0073, -0.0492], [0.0044, 0.0060, -0.0051], [-0.0398, 0.0049, 0.0148], [0.0084, 0.0168, 0.0353], [0.0003, 0.0039, 0.0024], [-0.0298, 0.0124, -0.0728], [0.0071, -0.0057, -0.0032], [0.0095, 0.0022, -0.0122], [-0.0043, 0.0007, 0.0165], [0.0139, 0.0032, -0.0079], [-0.0055, 0.0108, 0.0002], [-0.0182, 0.0075, -0.0075], [0.0368, -0.0176, -0.0038], [-0.0027, 0.0035, 0.0054], [0.0517, -0.0417, 0.0185], [-0.0112, -0.0167, -0.0135], [-0.0228, 0.0045, -0.0068], [0.0133, 0.0267, -0.0127], [-0.0279, 0.0963, -0.0745], [-0.0059, -0.0217, -0.0355], [0.0101, 0.0321, -0.0375], [-0.0198, -0.0046, -0.0321], [-0.0406, 0.0053, 0.0228], [-0.0494, 0.0193, -0.0018], [-0.0200, -0.0078, 0.0356], [0.0008, -0.0206, 0.1544], [0.1465, 0.1879, 0.3054], [-0.0866, -0.0804, 0.0698], [0.0576, -0.0056, -0.0304], [-0.4661, -0.4230, 0.2113], [-0.2113, 0.0806, -0.0177], [0.0310, 0.0065, -0.0202], [0.0160, -0.0508, 0.0383], [0.0387, -0.0988, 0.1042], [-0.0294, -0.0036, 0.0371], [-0.0066, -0.0233, 0.0070], [-0.0416, -0.0300, 0.1725], [0.0267, 0.0135, 0.0479], [-0.0120, 0.0028, 0.0211], [0.0552, -0.0232, 0.0799], [-0.2927, 0.2131, -0.0373], [-0.0161, -0.0031, -0.0007], [-0.0037, -0.0010, 0.0147], [0.0174, 0.0039, -0.0381], [-0.0408, 0.0984, 0.0084], [-0.0198, -0.0325, -0.0479], [-0.0441, 0.0698, -0.0705], [0.0153, -0.0162, 0.0168], [0.0079, 0.0472, 0.0001], [-0.1718, 0.1997, -0.0048], [-0.0151, -0.0293, -0.0305], [-0.0203, -0.0311, 0.0410], [0.4319, -0.5953, 0.0539], [0.1424, -0.1926, -0.0727], [0.5944, 0.3668, 0.0829], [0.7092, -1.2605, -0.0838], [0.3686, 0.0622, 1.0813], [0.0919, -0.8964, -0.3141], [-0.2288, 0.3168, -0.0476], [-0.0333, -0.0537, 0.0622], [-0.0144, -0.0566, -0.0718], [-0.2545, -0.0303, -0.0558], [0.0077, 0.0078, 0.0540], [0.0318, 0.0222, 0.0278], [-0.0031, -0.0336, -0.0087], [0.0253, 0.0113, 0.0385], [0.1013, -0.0358, 0.0659], [0.0006, -0.0418, -0.0346], [0.0559, -0.0040, -0.0086], [-0.0185, 0.0091, 0.0056], [0.0364, 0.0990, 0.0402], [0.2243, -0.0768, -0.0619], [0.0080, -0.1933, 0.0850], [0.0116, 0.1041, -0.0134], [0.0823, -0.0890, 0.1420], [0.3983, 0.3018, -0.2342], [-0.3676, -0.0108, 0.0315], [-0.0389, 0.4811, -0.3874], [0.0035, 0.0499, -0.1013], [0.1116, -0.0935, -0.0028], [0.0382, -0.0124, 0.0104], [-0.0456, -0.0211, -0.0240], [-0.0300, 0.0027, -0.0080], [0.1303, -0.0366, 0.0869], [-0.1015, 0.0841, -0.3205], [0.1010, -0.2555, 0.0322], [-0.0653, -0.1177, 0.1310], [0.1451, 0.0973, 0.3169], [-0.1489, -0.2099, -0.7199], [0.4753, -0.4429, -0.0915], [-0.0937, 0.0438, 0.1093], [0.3142, -0.1298, -0.1954], [-0.1819, 0.0573, 0.0509], [-0.1961, 0.1289, 0.1703], [-0.2355, 0.2009, 0.0600], [-0.0304, -0.0149, 0.2244], [-0.1494, -0.2463, -0.1521], [0.1819, 0.1077, 0.1273], [0.1781, 0.2105, -0.0523], [0.0248, 0.1000, 0.0832], [-0.0302, -0.0179, -0.0170], [-0.0766, -0.0066, -0.0110], [-0.0207, -0.0095, 0.0163], [0.0446, 0.0236, -0.0176], [-0.0306, 0.0343, 0.0642], [0.0320, -0.0857, -0.1228], [-0.0231, 0.0264, 0.0071], [0.0368, 0.0403, -0.0083], [0.0509, 0.0155, -0.0698], [0.0309, -0.0249, -0.0312], [0.0122, 0.0083, -0.0116], [0.0812, -0.0264, 0.0252], [0.0190, -0.0225, -0.0030], [0.0418, -0.0915, -0.0575], [0.0119, 0.0002, -0.0120], [-0.0053, -0.0284, -0.0074], [0.0171, 0.0072, -0.0079], [0.0638, -0.0909, 0.0072], [-0.0843, -0.0329, -0.0653], [-0.0081, 0.0027, -0.0226], [-0.0140, -0.0266, -0.0061], [-0.0848, -0.0454, 0.0352], [-0.0064, -0.0566, 0.0508], [-0.0093, 0.0067, -0.0035], [-0.0144, 0.0047, -0.0118], [-0.0159, -0.0020, 0.0186], [0.0092, -0.0253, -0.0057], [-0.0270, 0.0251, 0.0151], [-0.1237, 0.0039, -0.1150], [-0.0867, 0.0224, -0.0473], [-0.0162, -0.0334, -0.0082], [1.1375, 0.3786, 0.9056], [-0.0224, -0.0165, -0.0166], [-0.3344, -0.2664, -0.3179], [0.8127, 0.0469, -0.5677]],
  "homo_energy_ev": -5.37,
  "total_charge": -1,
  "orbital_gap_ha": 0.2702,
  "energy_ha": -13731.10977
}